## w
Formula: C2H3O2S2
Source: the Open Molecules 2025 dataset
Level of theory: wB97M-V/def2-TZVPD

Cartesian coordinates (Å):
C1 -0.49 0.02 0.18
C2 0.76 0.66 -0.51
O1 2.42 -0.57 1.23
O2 3.39 -0.06 -1.01
S1 -0.28 1.88 0.47
S2 2.66 0.46 0.18
H1 -1.39 -0.16 -0.41
H2 -0.10 -0.67 0.92
H3 0.66 0.80 -1.67

Output
- 2S+1 = 3
- E_HOMO (spin up / spin down) (hartree) = 0.004 / -0.164
- total charge = -1
- gap between HOMO and LUMO (spin up / spin down) (eV) = 3.487 / 5.743



## x
Formula: C2H3O2S2
Source: the Open Molecules 2025 dataset
Level of theory: wB97M-V/def2-TZVPD

Cartesian coordinates (Å):
C1 -1.00 1.95 -0.26
C2 -0.06 0.22 -0.21
O1 -0.15 2.61 2.32
O2 1.04 2.82 0.15
S1 -1.62 2.24 -1.63
S2 -0.20 3.13 0.94
H1 0.05 0.22 0.87
H2 -0.88 -0.36 -0.49
H3 0.86 -0.02 -0.66

Output
- 2S+1 = 3
- E_HOMO (spin up / spin down) (hartree) = -0.062 / -0.144
- total charge = -1
- gap between HOMO and LUMO (spin up / spin down) (eV) = 5.272 / 6.065



Stability order, top to bottom: x, w



## w
Formula: C3H12O2S2
Source: the Open Molecules 2025 dataset
Level of theory: wB97M-V/def2-TZVPD

Cartesian coordinates (Å):
C1 1.64 0.08 0.59
C2 0.19 0.43 0.21
C3 -0.17 -0.16 -1.16
S1 -1.77 0.40 -1.82
S2 -3.10 -0.13 -0.31
H1 1.68 -0.97 0.90
H2 1.95 0.63 1.50
H3 2.31 0.28 -0.24
H4 -0.49 -0.01 0.93
H5 0.00 1.50 0.16
H6 0.57 0.14 -1.90
H7 -0.19 -1.25 -1.13
H8 -3.50 -1.22 -0.95
O1 -1.31 -3.31 -0.58
H9 -2.25 -3.56 -0.61
H10 -1.15 -3.11 0.35
O2 2.17 3.57 1.54
H11 1.54 4.05 0.99
H12 1.88 2.65 1.54

Output
- E_HOMO (hartree) = -0.333
- total charge = 0
- gap between HOMO and LUMO (eV) = 9.316
- structure (SMILES) = CCCSS.O.O



## x
Formula: C3H12O2S2
Source: the Open Molecules 2025 dataset
Level of theory: wB97M-V/def2-TZVPD

Cartesian coordinates (Å):
C1 -0.46 2.21 1.31
C2 0.03 1.83 -0.06
S1 -1.39 1.27 -1.15
S2 -0.36 0.50 -2.72
C3 0.66 -0.85 -2.00
H1 -1.24 2.97 1.17
H2 -0.95 1.40 1.83
H3 0.33 2.64 1.99
H4 0.64 0.94 -0.05
H5 0.57 2.61 -0.52
H6 -0.03 -1.53 -1.51
H7 1.42 -0.31 -1.34
H8 1.16 -1.30 -2.83
O1 -1.39 -1.74 0.60
H9 -1.53 -2.60 0.01
H10 -1.38 -1.17 -0.14
O2 1.59 -1.94 1.76
H11 0.95 -2.37 1.16
H12 1.38 -2.58 2.48

Output
- E_HOMO (hartree) = -0.317
- total charge = 0
- gap between HOMO and LUMO (eV) = 9.077
- structure (SMILES) = CCSSC.O.O



Stability order, top to bottom: w, x



## w
Formula: C2HN3
Source: the Open Molecules 2025 dataset
Level of theory: wB97M-V/def2-TZVPD

Cartesian coordinates (Å):
C1 0.76 -0.01 0.05
C2 -0.28 -1.01 0.10
N1 -1.28 -1.56 0.01
N2 -0.97 1.59 0.04
N3 0.01 1.01 0.04
H1 1.75 -0.02 -0.24

Output
- E_HOMO (hartree) = -0.353
- total charge = 0
- gap between HOMO and LUMO (eV) = 9.054



## x
Formula: C2HN3
Source: the Open Molecules 2025 dataset
Level of theory: wB97M-V/def2-TZVPD

Cartesian coordinates (Å):
N1 2.13 0.68 -0.03
C1 1.01 0.45 0.01
C2 -0.37 0.17 0.05
N2 -0.84 -1.19 -0.61
N3 -0.84 -1.10 0.60
H1 -1.09 0.98 -0.02

Output
- E_HOMO (hartree) = -0.393
- total charge = 0
- gap between HOMO and LUMO (eV) = 10.430
- structure (SMILES) = N#CC1N=N1



Stability order, top to bottom: x, w



## w
Formula: CH5BO2
Source: the Open Molecules 2025 dataset
Level of theory: wB97M-V/def2-TZVPD

Cartesian coordinates (Å):
B1 -0.43 -0.36 -0.33
C1 0.33 -0.51 1.13
O1 0.70 1.53 -1.42
O2 -1.39 -0.62 -1.08
H1 0.89 0.41 1.27
H2 0.91 -1.49 1.16
H3 -0.51 -0.55 1.79
H4 1.03 1.81 -0.60
H5 -1.53 -0.22 -1.92

Output
- E_HOMO (hartree) = -0.311
- total charge = 0
- gap between HOMO and LUMO (eV) = 8.628



## x
Formula: CH5BO2
Source: the Open Molecules 2025 dataset
Level of theory: wB97M-V/def2-TZVPD

Cartesian coordinates (Å):
C1 -0.68 0.45 -0.73
B1 0.16 -0.30 0.37
O1 -0.57 -0.95 1.35
O2 1.63 -0.11 0.44
H1 -1.80 0.32 -0.76
H2 -0.30 0.03 -1.63
H3 -0.56 1.52 -0.91
H4 -0.02 -1.43 2.01
H5 2.14 0.47 -0.13

Output
- E_HOMO (hartree) = -0.420
- total charge = 0
- gap between HOMO and LUMO (eV) = 11.916
- structure (SMILES) = CB(O)O



Stability order, top to bottom: x, w



## w
Formula: C6H4ClF
Source: the Open Molecules 2025 dataset
Level of theory: wB97M-V/def2-TZVPD

Cartesian coordinates (Å):
C1 -1.33 -1.57 -1.31
C2 -0.49 -1.03 -0.70
C3 0.48 -0.31 0.13
C4 1.43 -1.06 0.71
F1 2.38 -0.71 1.57
C5 0.29 1.16 0.39
C6 -0.86 1.72 -0.04
Cl1 1.54 2.01 1.15
H1 -2.09 -2.07 -1.96
H2 1.43 -2.11 0.36
H3 -1.69 1.22 -0.56
H4 -1.09 2.76 0.26

Output
- E_HOMO (hartree) = -0.331
- total charge = 0
- gap between HOMO and LUMO (eV) = 9.586
- structure (SMILES) = C#C/C(=C/F)C(=C)Cl



## x
Formula: C6H4ClF
Source: the Open Molecules 2025 dataset
Level of theory: wB97M-V/def2-TZVPD

Cartesian coordinates (Å):
C1 -0.85 -0.89 2.32
C2 -0.35 -0.49 1.27
C3 0.43 -0.24 0.01
C4 1.57 -0.93 0.04
F1 2.65 -0.70 -0.87
C5 -0.08 0.56 -1.13
C6 -1.20 1.25 -1.15
Cl1 0.77 0.36 -2.63
H1 -1.51 -0.73 3.25
H2 1.65 -1.50 0.95
H3 -1.50 1.44 -0.06
H4 -1.58 1.87 -2.00

Output
- E_HOMO (hartree) = -0.344
- total charge = 0
- gap between HOMO and LUMO (eV) = 9.475
- structure (SMILES) = C#C/C(=C/F)C(=C)Cl



Stability order, top to bottom: w, x



## w
Formula: C3H4
Source: the Open Molecules 2025 dataset
Level of theory: wB97M-V/def2-TZVPD

Cartesian coordinates (Å):
C1 1.72 0.03 0.02
C2 0.51 -0.03 -0.02
C3 -0.99 -0.02 0.03
H1 2.83 -0.14 0.03
H2 -1.21 1.17 -0.10
H3 -1.49 -0.43 0.91
H4 -1.37 -0.59 -0.87

Output
- E_HOMO (hartree) = -0.365
- total charge = 0
- gap between HOMO and LUMO (eV) = 11.002
- structure (SMILES) = C#CC



## x
Formula: C3H4
Source: the Open Molecules 2025 dataset
Level of theory: wB97M-V/def2-TZVPD

Cartesian coordinates (Å):
C1 1.73 0.02 0.03
C2 0.51 -0.14 0.04
C3 -0.95 -0.01 0.02
H1 2.83 0.03 -0.09
H2 -1.44 -0.79 -0.56
H3 -1.31 0.94 -0.41
H4 -1.37 -0.04 0.96

Output
- E_HOMO (hartree) = -0.366
- total charge = 0
- gap between HOMO and LUMO (eV) = 11.075
- structure (SMILES) = C#CC



Stability order, top to bottom: x, w



## w
Formula: C49H31AsCl6O4PSY
Source: the Open Molecules 2025 dataset
Level of theory: wB97M-V/def2-TZVPD

Cartesian coordinates (Å):
Y1 0.00 -0.15 0.14
Cl1 0.07 3.93 -5.71
C1 -0.19 2.60 -4.62
C2 -0.70 1.40 -5.09
Cl2 -1.07 1.21 -6.78
C3 -0.89 0.33 -4.20
Cl3 -1.51 -1.19 -4.77
C4 -0.56 0.43 -2.86
O1 -0.69 -0.53 -1.98
C5 0.01 1.67 -2.38
O2 0.35 1.71 -1.12
C6 0.14 2.73 -3.26
Cl4 0.78 4.22 -2.64
S1 0.97 -0.38 2.80
C7 0.38 0.67 4.07
C8 0.21 0.17 5.37
C9 -0.19 0.99 6.41
C10 -0.45 2.34 6.19
C11 -0.30 2.85 4.91
C12 0.11 2.04 3.86
As1 0.26 2.65 2.02
C13 -0.53 4.43 2.21
C14 -1.92 4.50 2.34
C15 -2.56 5.73 2.45
C16 -1.82 6.91 2.43
C17 -0.44 6.85 2.30
C18 0.20 5.61 2.19
C19 2.13 3.18 1.94
C20 2.94 3.29 3.07
C21 4.27 3.69 2.94
C22 4.78 3.99 1.69
C23 3.98 3.88 0.56
C24 2.66 3.47 0.69
H1 0.41 -0.88 5.54
H2 -0.31 0.57 7.40
H3 -0.76 2.98 7.01
H4 -0.50 3.90 4.73
H5 -2.50 3.59 2.34
H6 -3.64 5.77 2.55
H7 -2.31 7.87 2.51
H8 0.15 7.76 2.27
H9 1.28 5.57 2.09
H10 2.54 3.05 4.05
H11 4.90 3.75 3.82
H12 5.82 4.28 1.58
H13 4.38 4.11 -0.42
H14 2.03 3.34 -0.20
C25 2.97 1.34 -4.93
C26 3.47 2.23 -4.00
C27 3.60 1.85 -2.67
C28 3.25 0.56 -2.26
C29 2.75 -0.33 -3.21
C30 2.61 0.06 -4.54
P1 3.14 0.17 -0.48
C31 4.80 0.47 0.21
C32 4.91 0.37 1.60
C33 6.12 0.58 2.23
C34 7.25 0.92 1.49
C35 7.15 1.02 0.11
C36 5.94 0.79 -0.53
C37 2.93 -1.64 -0.43
C38 3.98 -2.54 -0.65
C39 3.71 -3.90 -0.62
C40 2.41 -4.32 -0.37
C41 1.39 -3.41 -0.15
C42 1.60 -2.01 -0.16
H15 2.82 1.66 -5.96
H16 3.72 3.25 -4.29
H17 3.94 2.57 -1.93
H18 2.43 -1.32 -2.91
H19 2.17 -0.63 -5.25
H20 4.02 0.14 2.18
H21 6.18 0.51 3.31
H22 8.19 1.10 1.99
H23 8.03 1.27 -0.48
H24 5.88 0.85 -1.61
H25 4.98 -2.18 -0.85
H26 4.50 -4.62 -0.78
H27 2.19 -5.39 -0.34
H28 0.39 -3.78 0.04
Cl5 -7.46 -1.35 -1.21
C43 -5.87 -0.81 -0.69
C44 -5.65 0.57 -0.50
C45 -4.43 1.01 -0.09
Cl6 -4.16 2.71 0.11
C46 -3.32 0.12 0.17
O3 -2.20 0.57 0.57
C47 -3.60 -1.26 -0.05
C48 -2.60 -2.27 0.17
O4 -1.43 -2.10 0.47
C49 -4.87 -1.70 -0.47
H29 -6.44 1.28 -0.70
H30 -2.97 -3.31 0.08
H31 -5.04 -2.76 -0.61

Output
- E_HOMO (hartree) = -0.076
- total charge = -2
- gap between HOMO and LUMO (eV) = 5.997



## x
Formula: C49H31AsCl6O4PSY
Source: the Open Molecules 2025 dataset
Level of theory: wB97M-V/def2-TZVPD

Cartesian coordinates (Å):
Y1 1.09 1.01 1.15
Cl1 7.83 1.16 3.04
C1 6.10 1.38 3.05
C2 5.44 1.61 4.23
Cl2 6.31 1.69 5.73
C3 4.04 1.78 4.22
Cl3 3.17 2.02 5.71
C4 3.30 1.72 3.05
O1 2.00 1.82 2.99
C5 4.00 1.50 1.80
O2 3.28 1.45 0.72
C6 5.38 1.33 1.84
Cl4 6.19 1.00 0.34
S1 -1.60 1.83 1.90
C7 -2.47 0.66 2.88
C8 -3.36 1.10 3.88
C9 -4.09 0.20 4.63
C10 -3.96 -1.17 4.43
C11 -3.09 -1.62 3.46
C12 -2.35 -0.72 2.69
As1 -1.11 -1.26 1.30
C13 -0.84 -3.14 1.78
C14 0.30 -3.43 2.53
C15 0.57 -4.73 2.94
C16 -0.31 -5.76 2.60
C17 -1.44 -5.48 1.85
C18 -1.71 -4.18 1.45
C19 -2.35 -1.50 -0.19
C20 -3.55 -0.80 -0.25
C21 -4.37 -0.92 -1.37
C22 -4.01 -1.74 -2.42
C23 -2.80 -2.43 -2.37
C24 -1.98 -2.30 -1.26
H1 -3.45 2.17 4.04
H2 -4.77 0.58 5.39
H3 -4.53 -1.87 5.03
H4 -2.97 -2.69 3.30
H5 1.00 -2.64 2.78
H6 1.46 -4.94 3.51
H7 -0.10 -6.78 2.91
H8 -2.13 -6.28 1.59
H9 -2.60 -3.96 0.87
H10 -3.84 -0.15 0.57
H11 -5.29 -0.34 -1.42
H12 -4.64 -1.82 -3.30
H13 -2.50 -3.07 -3.19
H14 -1.03 -2.82 -1.24
C25 -5.29 2.85 -2.95
C26 -4.44 2.44 -3.97
C27 -3.13 2.06 -3.68
C28 -2.66 2.07 -2.37
C29 -3.53 2.49 -1.35
C30 -4.82 2.88 -1.65
P1 -1.00 1.52 -1.80
C31 -0.17 1.03 -3.36
C32 1.05 1.59 -3.75
C33 1.74 1.09 -4.84
C34 1.23 0.03 -5.58
C35 0.01 -0.54 -5.20
C36 -0.67 -0.05 -4.09
C37 -0.20 3.10 -1.37
C38 -0.43 4.27 -2.11
C39 0.25 5.43 -1.78
C40 1.16 5.40 -0.72
C41 1.38 4.23 -0.01
C42 0.70 3.02 -0.29
H15 -6.31 3.15 -3.18
H16 -4.79 2.42 -5.00
H17 -2.48 1.75 -4.48
H18 -3.17 2.50 -0.33
H19 -5.48 3.21 -0.84
H20 1.47 2.41 -3.17
H21 2.69 1.53 -5.12
H22 1.77 -0.36 -6.43
H23 -0.39 -1.38 -5.75
H24 -1.59 -0.51 -3.78
H25 -1.13 4.26 -2.93
H26 0.08 6.34 -2.33
H27 1.70 6.30 -0.45
H28 2.10 4.25 0.80
Cl5 6.77 -3.74 -0.62
C43 5.39 -2.91 0.05
C44 5.18 -2.94 1.44
C45 4.11 -2.30 1.99
Cl6 3.87 -2.34 3.70
C46 3.17 -1.55 1.21
O3 2.19 -0.96 1.76
C47 3.42 -1.55 -0.20
C48 2.55 -0.87 -1.12
O4 1.56 -0.20 -0.86
C49 4.52 -2.23 -0.75
H29 5.88 -3.47 2.08
H30 2.82 -0.99 -2.19
H31 4.68 -2.19 -1.82

Output
- E_HOMO (hartree) = -0.077
- total charge = -2
- gap between HOMO and LUMO (eV) = 6.052



Stability order, top to bottom: w, x



## w
Formula: C4H12N2S
Source: the Open Molecules 2025 dataset
Level of theory: wB97M-V/def2-TZVPD

Cartesian coordinates (Å):
C1 0.79 1.06 0.67
N1 -0.01 -0.17 0.85
C2 -0.76 -0.34 -0.58
C3 -2.11 -0.79 -0.26
S1 -2.96 0.55 0.65
C4 1.92 0.53 -0.22
N2 2.55 -0.55 0.48
H1 0.22 1.83 0.17
H2 1.15 1.43 1.67
H3 -4.01 1.00 -1.10
H4 -0.16 -1.23 -0.98
H5 -0.72 0.58 -1.06
H6 -2.57 -1.22 -1.15
H7 -2.09 -1.60 0.50
H8 2.75 1.17 -0.59
H9 1.44 0.09 -1.11
H10 3.39 -0.84 -0.06
H11 -0.72 -0.10 1.61
H12 1.90 -1.43 0.51

Output
- 2S+1 = 2
- E_HOMO (spin up / spin down) (hartree) = -0.451 / -0.449
- total charge = +1
- gap between HOMO and LUMO (spin up / spin down) (eV) = 5.422 / 3.357



## x
Formula: C4H12N2S
Source: the Open Molecules 2025 dataset
Level of theory: wB97M-V/def2-TZVPD

Cartesian coordinates (Å):
C1 -0.28 0.58 0.54
N1 -0.06 -0.88 0.63
C2 1.34 -1.31 0.21
C3 1.60 -0.84 -1.40
S1 2.88 -1.28 -2.49
C4 -1.51 1.28 1.17
N2 -2.77 1.20 0.34
H1 0.58 1.01 1.03
H2 -0.40 0.83 -0.49
H3 -0.40 -1.26 1.56
H4 1.54 -2.42 0.37
H5 2.04 -0.80 0.92
H6 0.68 -1.26 -1.93
H7 1.68 0.21 -1.27
H8 2.39 -1.56 -3.66
H9 -1.27 1.15 2.24
H10 -1.35 2.34 1.11
H11 -3.59 0.81 0.87
H12 -3.08 2.21 0.26

Output
- 2S+1 = 2
- E_HOMO (spin up / spin down) (hartree) = -0.474 / -0.469
- total charge = +1
- gap between HOMO and LUMO (spin up / spin down) (eV) = 9.830 / 4.747



Stability order, top to bottom: x, w